Entry 1:
This record from the Open Molecules 2025 dataset describes a molecular structure, C37H52BN4O2P2RuS2. The level of theory is wB97M-V/def2-TZVPD.

Structure (XYZ):
```
101
Properties=species:S:1:pos:R:3:forces:R:3:mulliken_charge:R:1
Ru -1.038 0.252 -0.863 0.4 0.5 0.2 -0.6816
C -2.983 3.823 0.592 0.0 0.0 0.0 -1.9695
C -1.476 3.800 0.326 0.0 0.1 0.0 2.6339
C -0.838 4.991 1.076 0.0 0.0 0.0 -1.8324
C -1.332 4.102 -1.171 0.0 0.0 0.0 -2.3451
P -0.707 2.095 0.784 -0.1 -0.1 -0.1 1.6542
C 1.112 2.628 0.829 -0.1 0.0 0.0 -2.2456
N 2.005 1.498 0.756 0.1 0.2 0.0 0.3997
B 1.845 0.410 -0.197 -0.2 -0.2 -0.1 0.2038
N 2.234 -0.788 0.512 -0.1 0.0 0.0 0.7263
C 1.878 -2.093 0.042 0.0 0.1 0.0 -1.9979
P 0.086 -2.030 -0.524 0.0 0.0 0.0 1.5696
C -0.771 -3.053 0.820 0.0 -0.1 0.0 2.3363
C -2.188 -3.406 0.358 0.0 0.0 0.0 -1.8579
C -0.884 -2.160 2.052 0.0 0.1 0.0 -1.4365
C -0.040 -4.325 1.291 0.0 0.0 0.0 -1.6506
C 0.237 -3.127 -2.069 0.0 0.0 -0.1 2.4289
C 1.068 -4.407 -1.878 0.1 0.0 0.1 -1.9864
C 0.981 -2.281 -3.122 0.0 0.0 -0.1 -1.7678
C -1.135 -3.576 -2.623 0.0 0.1 -0.1 -2.1505
C 2.693 -0.442 1.770 0.1 0.0 0.0 0.8293
C 3.217 -1.222 2.785 0.0 0.0 0.0 -0.8795
C 3.683 -0.583 3.934 0.0 0.0 0.0 -0.9191
C 3.641 0.799 4.046 0.0 0.0 0.1 -0.7302
C 3.109 1.584 3.023 0.0 0.0 -0.1 -0.8893
C 2.611 0.957 1.898 0.0 0.0 0.1 0.2069
C -1.210 1.836 2.609 0.0 0.0 0.0 2.6826
C -0.104 1.005 3.255 -0.1 -0.1 0.0 -1.8392
C -2.519 1.036 2.642 0.0 0.1 0.0 -2.0641
C -1.379 3.050 3.529 0.0 0.1 0.0 -2.2035
H -3.369 4.811 0.326 0.0 0.0 0.0 0.5670
H -3.246 3.641 1.632 0.0 0.0 -0.1 0.2238
H -3.496 3.099 -0.037 0.0 0.0 0.0 0.3833
H -1.023 5.900 0.499 -0.1 0.0 0.0 0.5650
H 0.240 4.916 1.192 0.0 0.0 0.0 0.2407
H -1.270 5.148 2.059 0.0 0.0 0.0 0.3732
H -1.783 5.081 -1.354 0.0 0.0 0.0 0.7148
H -1.868 3.378 -1.786 0.0 -0.1 0.0 0.2166
H -0.299 4.145 -1.511 0.0 0.0 0.0 0.3569
H 1.341 3.224 1.712 0.0 0.0 0.1 0.3339
H 1.234 3.273 -0.043 0.0 0.0 0.0 0.5999
H 2.047 -2.851 0.805 0.0 0.0 0.0 0.2195
H 2.492 -2.365 -0.819 0.0 0.0 0.0 0.5327
H -2.707 -2.531 -0.043 0.0 0.0 0.0 0.0041
H -2.757 -3.770 1.218 0.0 0.0 0.0 0.6038
H -2.197 -4.185 -0.403 0.0 0.0 0.1 0.3722
H -1.438 -1.250 1.836 0.1 -0.1 0.0 -0.5105
H 0.103 -1.886 2.433 0.0 0.1 0.0 0.1996
H -1.401 -2.709 2.846 0.0 0.0 0.0 0.7020
H 0.422 -4.908 0.503 -0.1 0.0 0.0 0.0560
H -0.758 -4.974 1.800 0.0 0.0 0.0 0.5192
H 0.734 -4.081 2.021 0.0 0.0 0.0 0.4149
H 2.044 -4.236 -1.419 -0.1 -0.1 0.0 0.2612
H 1.248 -4.834 -2.868 0.0 0.0 0.0 0.5507
H 0.535 -5.163 -1.306 0.0 0.0 0.0 0.4417
H 1.999 -2.025 -2.815 0.0 0.0 0.1 0.1482
H 0.431 -1.377 -3.367 0.0 0.0 0.0 0.1030
H 1.069 -2.882 -4.031 0.0 0.0 0.0 0.7383
H -1.323 -4.619 -2.362 0.0 0.0 0.0 0.4302
H -1.149 -3.490 -3.709 0.0 0.0 0.0 0.4295
H -1.967 -2.990 -2.256 0.0 0.1 0.0 0.2952
H 3.282 -2.300 2.687 0.0 0.0 0.0 0.4929
H 4.102 -1.175 4.738 0.0 0.0 0.0 0.4253
H 4.029 1.278 4.935 0.0 0.0 0.0 0.4378
H 3.073 2.662 3.123 0.0 0.0 0.0 0.5036
H 0.274 0.224 2.605 0.0 -0.1 0.0 -0.4702
H -0.486 0.541 4.169 0.0 0.0 0.0 0.7658
H 0.732 1.637 3.538 0.0 0.0 0.0 0.4308
H -2.547 0.257 1.881 0.0 0.1 0.0 0.0875
H -3.388 1.684 2.508 0.0 0.0 0.0 0.4331
H -2.624 0.555 3.619 0.0 0.0 0.0 0.5206
H -0.481 3.668 3.569 0.0 0.0 0.0 0.3346
H -1.555 2.673 4.541 0.0 0.0 0.0 0.5165
H -2.227 3.681 3.270 0.0 0.0 0.0 0.4238
O -2.829 -1.022 -4.375 0.0 0.1 0.1 -0.7615
C -2.556 -0.597 -3.262 0.1 0.0 0.0 0.0859
O -1.417 -0.656 -2.684 -0.2 -0.3 -0.1 0.1093
C -3.650 0.021 -2.419 0.0 0.0 0.1 0.1360
C -4.946 0.070 -2.905 0.0 0.0 0.0 -0.7174
C -5.951 0.541 -2.084 -0.1 0.0 0.0 -0.5112
C -5.623 0.925 -0.793 0.0 0.0 0.0 -1.0076
C -4.301 0.862 -0.393 0.0 -0.1 0.0 -0.8174
N -3.311 0.445 -1.189 0.1 -0.1 -0.2 1.0925
H -5.118 -0.285 -3.911 0.0 0.0 0.0 0.5748
H -6.974 0.592 -2.434 0.0 0.0 0.0 0.4195
H -6.373 1.276 -0.097 0.0 0.0 0.0 0.4823
H -4.021 1.152 0.604 0.0 0.0 0.0 0.5971
S 0.095 1.717 -2.490 0.0 -0.3 0.1 -0.5416
C 1.615 1.054 -2.645 0.1 0.1 0.0 0.5284
N 2.321 0.498 -1.652 0.0 0.0 -0.1 0.2932
C 3.627 0.133 -2.035 0.0 0.1 0.0 -0.0624
C 4.650 -0.349 -1.220 -0.1 0.0 -0.1 -0.5446
C 5.872 -0.647 -1.801 0.0 0.0 0.0 -0.9544
C 6.093 -0.462 -3.163 0.0 0.0 0.0 -0.6786
C 5.094 0.052 -3.970 0.0 0.0 0.0 -0.5295
C 3.870 0.355 -3.394 0.1 0.0 0.1 1.1010
S 2.471 1.062 -4.151 0.0 0.0 0.0 -0.2886
H 4.501 -0.479 -0.160 0.0 0.0 0.1 0.5669
H 6.672 -1.023 -1.177 0.0 0.0 0.0 0.4272
H 7.058 -0.706 -3.590 0.0 0.0 0.0 0.3796
H 5.264 0.226 -5.025 0.0 0.0 0.0 0.4078
```
Forces are in eV/Å.

Computed properties:
total charge: 0
HOMO-LUMO gap (alpha / beta): 7.28 / 6.81 eV
electronic energy: -92779.3477 eV
maximum force: 0.70 eV/Å
multiplicity: 2
E_HOMO (alpha / beta): -6.863 / -6.722 eV


Entry 2:
This record from the Open Molecules 2025 dataset describes a gas-phase ion, H4O2P3 (charge -1). The level of theory is wB97M-V/def2-TZVPD.

Structure (XYZ):
```
9
Properties=species:S:1:pos:R:3:forces:R:3:mulliken_charge:R:1
O -0.252 0.343 1.988 0.0 -3.7 -4.7 -0.8327
P -0.250 -0.991 0.360 -1.1 2.1 5.5 0.5868
O -0.504 -2.468 0.551 0.2 0.9 -0.2 -0.6425
P 1.672 -0.620 -0.527 0.9 -0.7 0.2 -0.2073
P -1.782 -0.168 -1.024 0.1 0.9 0.4 -0.2343
H 1.274 0.696 -0.518 0.2 1.1 0.0 0.0735
H 2.271 -0.582 0.800 -0.3 0.1 -0.8 0.0965
H -2.793 -0.992 -0.497 0.0 -0.1 0.1 0.0531
H -2.066 0.932 -0.116 0.1 -0.6 -0.6 0.1068
```
Forces are in eV/Å.

Computed properties:
total charge: -1
HOMO-LUMO gap: 7.90 eV
SMILES string: O=P([O-])(P)P
electronic energy: -32025.2344 eV
maximum force: 6.00 eV/Å
multiplicity: 1
E_HOMO: -3.748 eV


Entry 3:
This record from the Open Molecules 2025 dataset describes 7 unconnected molecules or ions with the total composition C30H48F18N2O13P2. The level of theory is wB97M-V/def2-TZVPD.

Structure (XYZ):
```
113
Properties=species:S:1:pos:R:3:forces:R:3:mulliken_charge:R:1
C -0.617 -0.313 4.847 0.0 0.0 0.1 -0.7408
O 0.050 -0.260 3.600 -0.1 0.2 -0.2 -0.2524
C 0.691 0.997 3.394 0.3 -0.1 1.3 -0.7181
C 2.079 0.961 4.105 0.0 0.6 -1.1 -0.3490
C 3.268 0.644 3.124 0.4 0.6 1.5 -0.7173
C 4.075 -0.608 3.589 -0.2 1.0 -0.8 -0.8995
P 3.450 -2.270 2.986 0.4 -0.5 1.1 -0.1282
C 2.438 -3.046 4.408 0.2 -0.2 -0.1 -0.5021
N 2.694 -2.404 5.717 -0.9 -0.3 -0.4 -0.6226
P 1.981 -2.087 1.368 0.4 -1.1 -2.2 0.4321
N 2.532 -2.992 0.155 -0.5 1.0 0.9 -0.5120
H -0.864 -1.365 5.036 -0.1 0.4 -0.1 0.0932
H -1.523 0.324 4.818 0.2 -0.4 0.1 0.3417
H 0.006 0.043 5.695 -0.1 -0.1 -0.4 0.3751
H 0.743 1.185 2.311 0.2 -0.1 0.4 0.4098
H 0.089 1.807 3.864 0.1 -0.4 -0.4 0.3258
H 2.066 0.230 4.928 -0.2 0.2 -0.4 0.1712
H 2.240 1.950 4.579 0.1 -0.5 -0.3 0.3645
H 3.953 1.513 3.218 -0.2 -0.5 -0.3 0.3792
H 2.950 0.629 2.071 0.1 -0.2 0.4 0.3614
H 5.103 -0.488 3.193 -0.5 -0.4 0.1 0.4639
H 4.189 -0.564 4.688 -0.3 -0.4 -0.5 0.5199
H 1.361 -3.113 4.141 0.5 0.1 0.1 0.2144
H 2.816 -4.084 4.476 -0.2 0.5 -0.1 0.5277
H 2.411 -3.095 6.410 0.3 0.1 0.1 0.3300
H 1.977 -1.686 5.810 0.3 0.1 0.1 0.1229
H 0.718 -2.607 1.794 0.3 0.5 0.4 0.0054
H 1.762 -0.751 0.932 -0.3 -0.1 0.6 -0.0367
H 2.648 -2.428 -0.682 0.0 -0.2 -0.1 0.1094
C -0.206 -0.976 -4.881 0.3 0.3 0.4 -0.9010
C 0.950 -1.761 -5.464 -0.7 -0.2 -0.2 -0.2537
O 2.197 -1.073 -5.266 0.4 0.1 0.0 -0.3633
C 2.735 -1.196 -4.057 -0.8 -0.3 -0.6 0.3567
O 2.263 -1.816 -3.156 0.2 -0.1 0.6 -0.5059
C 4.069 -0.461 -3.999 0.8 0.5 0.1 0.9110
F 3.989 0.760 -4.533 -0.3 0.2 -0.2 -0.2566
F 5.013 -1.124 -4.669 0.0 -0.3 -0.2 -0.2668
F 4.498 -0.315 -2.751 -0.2 -0.2 0.3 -0.2350
H -0.225 0.035 -5.289 0.0 -0.1 -0.1 0.2925
H -1.148 -1.464 -5.103 0.0 -0.1 0.0 0.1841
H -0.112 -0.884 -3.798 0.0 -0.1 0.0 0.3726
H 0.824 -1.859 -6.542 0.3 0.1 0.0 0.3124
H 1.001 -2.769 -5.051 0.2 0.1 0.1 0.3178
C -4.939 3.250 -6.034 0.2 -0.3 0.1 -1.0039
C -5.124 2.529 -7.354 -0.4 0.6 0.2 -0.3866
O -4.079 1.565 -7.566 0.3 -0.4 -0.2 -0.3130
C -4.224 0.410 -6.925 -0.5 1.0 -0.2 0.2579
O -5.134 0.131 -6.209 -0.1 -0.5 0.3 -0.5128
C -3.073 -0.528 -7.268 0.8 -0.5 -0.3 1.0236
F -1.888 0.094 -7.207 -0.1 0.2 0.0 -0.2569
F -3.195 -1.014 -8.505 -0.3 0.1 -0.3 -0.2740
F -3.023 -1.571 -6.449 -0.3 0.0 0.3 -0.2518
H -3.948 3.699 -5.981 -0.1 0.1 -0.1 0.2772
H -5.688 4.030 -5.917 0.0 0.0 -0.1 0.4033
H -5.026 2.559 -5.194 -0.1 0.0 0.0 0.3422
H -5.055 3.240 -8.177 0.2 -0.2 -0.1 0.3618
H -6.103 2.052 -7.420 0.1 -0.2 0.1 0.3308
C -2.458 3.612 -0.104 -0.1 -0.1 -0.3 -1.0996
C -2.506 5.117 -0.265 0.2 -0.3 0.7 -0.2523
O -2.579 5.487 -1.653 0.0 0.3 -0.4 -0.2727
C -3.784 5.402 -2.211 0.5 -0.1 0.9 0.2976
O -4.776 5.050 -1.656 -0.5 0.0 -0.2 -0.5165
C -3.719 5.865 -3.662 0.0 0.2 -1.1 0.9905
F -2.682 5.335 -4.315 0.3 -0.3 0.1 -0.2915
F -3.585 7.192 -3.741 -0.1 0.3 0.3 -0.2642
F -4.811 5.538 -4.343 -0.3 0.0 0.4 -0.2469
H -1.636 3.192 -0.685 0.1 0.1 0.1 0.3058
H -2.324 3.344 0.944 0.0 0.1 0.0 0.3558
H -3.377 3.147 -0.463 0.0 0.1 0.1 0.3321
H -1.588 5.560 0.120 0.0 0.1 -0.3 0.3265
H -3.336 5.557 0.290 -0.1 0.0 -0.2 0.3374
C 2.669 -6.044 1.225 0.3 -0.4 0.4 -0.8296
C 2.453 -6.815 -0.058 -0.5 0.7 0.1 -0.3919
O 3.524 -7.749 -0.291 0.3 -0.4 -0.2 -0.3198
C 3.455 -8.889 0.386 -0.5 1.0 -0.2 0.3472
O 2.591 -9.184 1.153 -0.1 -0.6 0.3 -0.5148
C 4.623 -9.793 0.009 0.8 -0.5 -0.1 0.9108
F 5.783 -9.133 0.001 0.1 0.3 0.1 -0.2495
F 4.456 -10.312 -1.211 -0.3 0.0 -0.3 -0.2574
F 4.757 -10.808 0.854 -0.3 -0.1 0.3 -0.2467
H 3.643 -5.554 1.218 -0.1 0.2 -0.1 0.3340
H 1.897 -5.288 1.349 0.1 0.0 -0.2 0.1352
H 2.650 -6.707 2.093 -0.1 -0.1 -0.1 0.4522
H 2.456 -6.127 -0.902 0.2 -0.1 0.0 0.2874
H 1.492 -7.331 -0.063 0.2 -0.2 0.1 0.3202
C -2.290 -7.479 6.493 0.3 0.1 0.2 -1.1206
C -2.670 -6.150 5.871 -0.3 -0.7 -0.3 -0.2034
O -2.315 -5.055 6.733 0.1 0.5 0.2 -0.3177
C -1.038 -4.690 6.704 -0.8 -0.7 -0.5 0.3551
O -0.193 -5.195 6.033 0.6 0.2 0.0 -0.4947
C -0.811 -3.497 7.624 0.1 0.7 0.8 0.9227
F -1.385 -3.661 8.814 -0.2 -0.3 0.1 -0.2605
F -1.313 -2.375 7.095 -0.2 0.0 -0.3 -0.2682
F 0.481 -3.278 7.846 0.3 -0.2 -0.2 -0.2528
H -2.733 -7.576 7.485 -0.1 0.0 -0.1 0.3068
H -2.633 -8.304 5.869 0.0 0.1 0.0 0.3720
H -1.210 -7.563 6.613 0.0 0.0 -0.1 0.3215
H -3.750 -6.097 5.742 0.0 0.2 0.2 0.3280
H -2.218 -6.022 4.887 0.2 0.1 0.1 0.3016
C -1.184 8.904 -3.046 0.3 -0.1 0.1 -0.8741
C -1.162 10.156 -2.194 -0.5 0.0 -0.6 -0.3171
O -0.403 9.949 -0.991 0.2 0.1 0.4 -0.3259
C 0.919 10.030 -1.121 -0.9 0.1 -0.5 0.3496
O 1.496 10.255 -2.138 0.6 0.0 -0.1 -0.5084
C 1.590 9.833 0.233 0.5 -0.2 0.8 0.9021
F 1.081 8.790 0.895 -0.3 -0.2 -0.1 -0.2402
F 1.432 10.908 1.009 -0.2 0.3 -0.1 -0.2574
F 2.894 9.622 0.113 0.2 0.0 -0.4 -0.2438
H -1.550 8.055 -2.468 -0.1 0.1 0.0 0.1326
H -1.824 9.043 -3.916 0.0 0.0 0.1 0.3688
H -0.182 8.647 -3.394 0.0 0.1 -0.1 0.3509
H -2.174 10.405 -1.877 0.1 0.0 0.3 0.3245
H -0.776 11.014 -2.746 0.2 -0.1 0.1 0.3379
```
Forces are in eV/Å.

Computed properties:
total charge: 0
HOMO-LUMO gap: 7.98 eV
SMILES string: COCCCCP(CN)[PH2]=N.CCOC(=O)C(F)(F)F.CCOC(=O)C(F)(F)F.CCOC(=O)C(F)(F)F.CCOC(=O)C(F)(F)F.CCOC(=O)C(F)(F)F.CCOC(=O)C(F)(F)F
electronic energy: -128977.9109 eV
maximum force: 2.46 eV/Å
multiplicity: 1
E_HOMO: -7.883 eV